Entry 1:
{
  "formula": "C4H8O2",
  "method": "ωB97M-V/def2-TZVPD",
  "elements": ["C", "O", "C", "C", "C", "O", "H", "H", "H", "H", "H", "H", "H", "H"],
  "xyz": [[-1.6249, 1.1803, -0.4962], [-0.9074, 0.7296, 0.6726], [0.1189, -0.1368, 0.3962], [1.1964, -0.2938, 1.4328], [0.0998, -0.8456, -0.7353], [1.1750, -1.5751, -1.1951], [-2.4856, 1.7199, -0.1131], [-2.0009, 0.3931, -1.1652], [-0.9888, 1.8413, -1.1057], [0.7436, -0.4311, 2.4210], [1.8965, 0.5465, 1.5064], [1.7588, -1.1998, 1.1846], [-0.8090, -0.9933, -1.3005], [1.8275, -0.9350, -1.5026]],
  "mulliken_charge": [-0.70, -0.38, 0.73, -1.10, -0.40, -0.53, 0.24, 0.26, 0.33, 0.32, 0.28, 0.32, 0.32, 0.30],
  "lumo_ev": 0.8,
  "smiles": "CO/C(C)=C/O",
  "e_above_lowest_kj_mol": 216.3,
  "homo_energy_ha": -0.3053,
  "mol_weight_g_mol": 88.11,
  "multiplicity": 1,
  "orbital_gap_ev": 9.143
}

---

Entry 2:
{
  "formula": "C23H37FN5OsSSi",
  "method": "ωB97M-V/def2-TZVPD",
  "elements": ["Os", "C", "Si", "C", "C", "N", "C", "C", "C", "C", "C", "C", "F", "H", "H", "H", "H", "H", "H", "H", "H", "H", "H", "H", "H", "H", "N", "C", "C", "C", "C", "N", "H", "H", "H", "H", "H", "H", "H", "H", "H", "H", "H", "H", "C", "N", "C", "C", "C", "C", "C", "C", "C", "C", "H", "H", "H", "H", "H", "H", "H", "H", "H", "H", "H", "H", "S", "C", "N"],
  "xyz": [[0.3914, -0.0906, -0.5880], [-1.9685, 0.5861, -3.0488], [-2.4932, 1.2999, -1.4020], [-3.9195, 0.2304, -0.8458], [-2.9418, 3.0833, -1.7183], [-1.1143, 1.2429, -0.2385], [-1.3256, 1.7790, 1.0494], [-2.5828, 2.2195, 1.5021], [-2.7817, 2.7387, 2.7679], [-1.7283, 2.8487, 3.6635], [-0.4699, 2.4337, 3.2630], [-0.3062, 1.9258, 1.9961], [0.9614, 1.5282, 1.6632], [-2.7377, 0.8712, -3.7715], [-1.9437, -0.5050, -3.0318], [-1.0276, 0.9847, -3.4261], [-4.6268, 0.1486, -1.6758], [-4.4728, 0.5922, 0.0177], [-3.5729, -0.7798, -0.6178], [-3.7990, 3.1183, -2.3954], [-2.1133, 3.5917, -2.2178], [-3.1956, 3.6580, -0.8293], [-3.4357, 2.1513, 0.8486], [-3.7748, 3.0563, 3.0550], [-1.8804, 3.2499, 4.6553], [0.3918, 2.4954, 3.9141], [1.8071, 1.6095, -0.7585], [2.3312, 2.3210, -1.9793], [1.9979, 1.6127, -3.2747], [2.8003, 0.3176, -3.4347], [1.9473, -0.8752, -3.8308], [0.8468, -1.1114, -2.8592], [1.2799, 2.2926, -0.2259], [2.5882, 1.3637, -0.1551], [3.4129, 2.4031, -1.8741], [1.9266, 3.3319, -1.9672], [2.1886, 2.2959, -4.1033], [0.9265, 1.4091, -3.2895], [3.2992, 0.0867, -2.4906], [3.5959, 0.4460, -4.1699], [2.5684, -1.7691, -3.8888], [1.5206, -0.7233, -4.8235], [0.8790, -2.0665, -2.5177], [-0.0509, -1.0135, -3.3176], [-0.6806, -3.2672, 2.6142], [-0.0032, -2.2327, 3.3771], [-0.8881, -1.6679, 4.3805], [0.5327, -1.1970, 2.5251], [1.6908, -1.6620, 1.6685], [2.6436, -2.4898, 2.2578], [3.7369, -2.9490, 1.5439], [3.8909, -2.5871, 0.2135], [2.9531, -1.7598, -0.3825], [1.8439, -1.2796, 0.3262], [-0.9765, -4.0791, 3.2776], [-0.0138, -3.6746, 1.8537], [-1.5866, -2.8846, 2.1155], [-1.2541, -2.4597, 5.0330], [-1.7603, -1.1623, 3.9322], [-0.3466, -0.9439, 4.9904], [0.8786, -0.3848, 3.1693], [-0.2646, -0.7640, 1.8845], [2.4982, -2.7833, 3.2895], [4.4637, -3.5926, 2.0216], [4.7319, -2.9516, -0.3622], [3.0883, -1.5110, -1.4262], [-2.3228, -3.9046, -0.7123], [-1.4488, -2.6001, -0.6407], [-0.8046, -1.6011, -0.5787]],
  "mulliken_charge": [0.03, -1.09, 0.16, -0.98, -1.18, 0.24, 1.19, -0.55, -1.30, -0.62, -0.67, 0.38, -0.30, 0.53, 0.28, 0.17, 0.37, 0.41, 0.24, 0.40, 0.32, 0.40, 0.29, 0.44, 0.43, 0.51, -0.46, -1.06, 0.25, -0.47, -1.08, -0.33, 0.23, 0.37, 0.40, 0.46, 0.53, -0.60, 0.34, 0.49, 0.45, 0.40, 0.29, 0.18, -0.93, -0.04, -0.92, -0.15, 0.92, -0.61, -0.81, -1.07, 0.15, -0.04, 0.40, 0.31, 0.21, 0.35, 0.30, 0.31, 0.43, -0.08, 0.49, 0.41, 0.47, 0.07, -0.24, 0.40, 0.17],
  "lumo_ev": [-2.1, -5.0],
  "s_squared": 6.034,
  "homo_energy_ha": [-0.3984, -0.4000],
  "mol_weight_g_mol": 652.97,
  "multiplicity": 5,
  "orbital_gap_ev": [8.729, 5.912],
  "total_charge": 1
}

---

Entry 3:
{
  "formula": "C6H10O",
  "method": "ωB97M-V/def2-TZVPD",
  "elements": ["O", "C", "C", "C", "C", "C", "C", "H", "H", "H", "H", "H", "H", "H", "H", "H", "H"],
  "xyz": [[-0.8946, 1.8191, -0.4409], [-1.0931, 0.4404, -0.7623], [-1.4259, -0.3759, 0.4646], [-0.4363, -0.7581, 1.2752], [1.0324, -0.5281, 0.9811], [1.2936, 0.2939, -0.2948], [0.2141, -0.1181, -1.3317], [-0.7504, 1.8797, 0.5084], [-1.9170, 0.4621, -1.4793], [-2.4597, -0.6522, 0.6621], [-0.6657, -1.3187, 2.1804], [1.4895, -1.5151, 0.8362], [1.5166, -0.0952, 1.8671], [1.2731, 1.3645, -0.0428], [2.2955, 0.1185, -0.6889], [0.3733, 0.2035, -2.3691], [0.1548, -1.2201, -1.3654]],
  "mulliken_charge": [-0.58, -0.14, -0.56, -0.32, -0.51, -0.74, -0.69, 0.41, 0.38, 0.38, 0.39, 0.29, 0.37, 0.32, 0.36, 0.33, 0.32],
  "lumo_ev": 1.0,
  "smiles": "O[C@@H]1C=CCCC1",
  "e_above_lowest_kj_mol": 37.0,
  "homo_energy_ha": -0.3506,
  "mol_weight_g_mol": 98.14,
  "multiplicity": 1,
  "orbital_gap_ev": 10.547
}

---

Entry 4:
{
  "formula": "C4H10N2O",
  "method": "ωB97M-V/def2-TZVPD",
  "elements": ["C", "O", "C", "N", "H", "H", "H", "C", "C", "N", "H", "H", "H", "H", "H", "H", "H"],
  "xyz": [[-2.2140, 1.3030, -0.3005], [-1.2102, 1.9015, -0.7167], [-1.5799, -1.3197, 0.3678], [-1.1099, -2.2622, 0.8645], [0.3957, 1.1640, -0.1610], [-2.6206, 1.4899, 0.7022], [-2.8779, 0.7844, -1.0058], [1.0550, -0.5038, -1.2309], [1.4786, -0.1336, 1.2012], [0.5926, 0.1095, 0.0390], [-0.4867, 0.0076, 0.3965], [1.5289, -1.2059, 1.3855], [2.0363, -0.1093, -1.4936], [1.1271, -1.5824, -1.1025], [0.3461, -0.2451, -2.0146], [2.4772, 0.2472, 0.9888], [1.0619, 0.3551, 2.0800]],
  "mulliken_charge": [-0.12, -0.57, -0.19, -0.48, 0.54, 0.33, 0.29, -0.91, -0.95, -0.07, 0.05, 0.36, 0.39, 0.37, 0.26, 0.36, 0.32],
  "lumo_ev": 0.4,
  "e_above_lowest_kj_mol": 412.8,
  "homo_energy_ha": -0.3499,
  "mol_weight_g_mol": 102.14,
  "multiplicity": 1,
  "orbital_gap_ev": 9.966
}

---

Entry 5:
{
  "formula": "C3H7F3N2O4S3",
  "method": "ωB97M-V/def2-TZVPD",
  "elements": ["C", "C", "C", "N", "N", "O", "O", "O", "O", "F", "F", "F", "S", "S", "S", "H", "H", "H", "H", "H", "H", "H"],
  "xyz": [[1.3425, -2.1644, -1.4390], [-1.3677, 1.2003, -1.3293], [0.3878, 1.4851, 2.8335], [-1.2496, 0.2376, 1.1260], [0.1846, -0.3014, -2.6656], [0.8499, 0.1482, -0.3148], [-1.1129, -1.3632, -0.6816], [0.5911, -1.1780, 2.1793], [-1.3285, -0.3645, 3.5531], [-0.5189, 2.3058, 3.3118], [1.4841, 1.5466, 3.5570], [0.8213, 2.0215, 1.5887], [1.4640, -0.4486, -1.9008], [-0.6792, -0.0875, -0.2680], [-0.4404, -0.1848, 2.4417], [2.1904, -2.7646, -1.8937], [0.3451, -2.5037, -1.6043], [1.5263, -1.9519, -0.3451], [-0.6204, 1.9524, -1.5113], [-1.6603, 0.8259, -2.4204], [-2.1602, 1.5769, -0.7078], [-0.0493, 0.0124, -3.5094]],
  "mulliken_charge": [-0.66, -1.11, 0.69, -0.62, -0.53, -0.31, -0.57, -0.57, -0.62, -0.22, -0.23, -0.26, 0.26, 1.41, 1.03, 0.35, 0.28, 0.25, 0.40, 0.30, 0.45, 0.26],
  "lumo_ev": -0.4,
  "e_above_lowest_kj_mol": 186.7,
  "homo_energy_ha": -0.3687,
  "mol_weight_g_mol": 288.29,
  "multiplicity": 1,
  "orbital_gap_ev": 9.583
}

---

Entry 6:
{
  "formula": "C5H10N3OS",
  "method": "ωB97M-V/def2-TZVPD",
  "elements": ["C", "C", "C", "C", "C", "N", "N", "N", "O", "S", "H", "H", "H", "H", "H", "H", "H", "H", "H", "H"],
  "xyz": [[-1.1311, 1.0408, 0.3268], [1.8433, 1.2236, -0.2072], [-0.7419, -0.3321, 1.0407], [-2.6130, 1.2754, 0.5204], [0.8527, -2.8756, -0.7417], [-0.4220, 1.6695, -0.4168], [0.4605, -0.9770, 0.6157], [2.3177, 2.1212, -0.9460], [0.3437, -1.4356, -0.6382], [1.9950, -0.0028, 0.7911], [-0.9235, -0.1866, 2.0788], [-1.4390, -1.1085, 0.6398], [-2.6962, 1.4572, 1.5282], [-3.1366, 0.3878, 0.0621], [-2.7038, 2.2434, -0.0060], [0.0213, -3.5532, -0.3926], [1.6705, -2.9607, -0.0477], [1.2653, -3.1424, -1.6677], [1.7612, 2.7159, -1.4864], [3.2760, 2.4398, -1.0532]],
  "mulliken_charge": [0.86, 0.64, -0.74, -1.21, -0.56, -0.60, 0.01, -0.30, -0.22, -0.07, 0.39, 0.37, 0.40, 0.34, 0.32, 0.24, 0.28, 0.30, 0.26, 0.27],
  "lumo_ev": [-4.0, -6.5],
  "s_squared": 2.022,
  "e_above_lowest_kj_mol": 356.3,
  "homo_energy_ha": [-0.4390, -0.5017],
  "mol_weight_g_mol": 160.22,
  "multiplicity": 3,
  "orbital_gap_ev": [7.922, 7.114],
  "total_charge": 1
}

---

Entry 7:
{
  "formula": "C22H53Cl4N3",
  "method": "ωB97M-V/def2-TZVPD",
  "elements": ["Cl", "C", "C", "Cl", "H", "H", "H", "H", "Cl", "C", "C", "Cl", "H", "H", "H", "H", "C", "C", "N", "C", "C", "C", "C", "H", "H", "H", "H", "H", "H", "H", "H", "H", "H", "H", "H", "H", "H", "H", "C", "C", "N", "C", "C", "C", "C", "H", "H", "H", "H", "H", "H", "H", "H", "H", "H", "H", "H", "H", "H", "H", "C", "C", "N", "C", "C", "C", "C", "H", "H", "H", "H", "H", "H", "H", "H", "H", "H", "H", "H", "H", "H", "H"],
  "xyz": [[-2.5921, 2.4075, 1.0846], [-0.8981, 2.6365, 0.8016], [-0.0021, 2.1855, 2.0236], [-0.5001, 0.4925, 2.4676], [-0.7131, 3.5655, 0.5196], [-0.6221, 2.1615, -0.1564], [-0.2071, 2.9225, 2.6496], [1.1129, 2.2475, 1.8786], [1.9869, 4.1765, -0.3964], [3.0709, 2.7035, -0.4544], [4.2639, 3.1945, 0.3656], [3.7839, 3.3715, 2.1346], [3.2079, 2.7055, -1.5184], [2.6369, 1.8625, -0.0294], [4.6899, 3.9615, 0.1806], [5.1189, 2.4745, 0.3216], [4.3399, 0.1395, -2.3284], [3.0029, 0.6455, -2.7434], [1.9969, 0.6885, -1.6044], [0.8979, 1.4985, -1.7514], [0.3789, 1.6055, -3.0684], [1.5229, -0.6145, -1.2134], [1.4259, -0.8405, 0.2686], [4.4649, -0.7715, -2.0024], [4.8529, 0.6475, -1.4914], [5.1079, 0.3815, -3.0114], [2.4789, -0.0075, -3.3964], [3.0469, 1.6815, -3.2074], [1.4869, 2.3215, -1.6614], [0.1739, 1.5055, -0.8574], [0.6569, 1.4575, -4.1014], [-0.2241, 2.5195, -2.9464], [-0.4661, 0.9535, -3.1074], [2.3739, -1.1405, -1.5674], [0.4059, -1.0405, -1.5784], [0.9219, -1.8105, 0.6196], [0.6669, 0.0115, 0.7246], [2.4259, -0.6875, 0.4656], [1.8549, -1.2705, 2.0066], [0.6439, -2.1995, 2.0956], [0.8789, -3.4345, 2.8476], [-0.1291, -3.8455, 3.7986], [-1.4921, -3.5985, 3.7126], [1.2059, -4.4915, 1.8686], [2.0949, -5.5425, 2.6086], [2.5529, -1.7795, 1.2266], [2.2119, -1.1645, 2.9426], [1.3859, -0.4175, 1.5926], [0.0569, -2.0385, 1.2056], [-0.0221, -1.5265, 2.7096], [0.1589, -3.1795, 4.4246], [0.1449, -4.6205, 4.3496], [-1.9961, -3.0475, 3.1766], [-1.7091, -3.1315, 4.7066], [-1.8921, -4.4055, 3.5526], [1.9599, -4.0565, 1.3046], [0.2949, -5.0025, 1.3076], [2.7719, -5.2085, 3.4476], [2.6709, -6.1735, 2.0576], [1.4449, -6.3215, 3.0726], [-4.7091, 0.8935, -3.7024], [-3.6851, 0.4015, -2.7164], [-3.8421, 1.0215, -1.3894], [-3.6301, 0.2635, -0.1444], [-2.4981, -0.6635, -0.2524], [-3.3331, 2.3885, -1.2664], [-4.2621, 3.2945, -0.5194], [-4.7841, 0.2825, -4.6924], [-4.5161, 1.9905, -3.7334], [-5.8211, 0.9875, -3.1444], [-2.6381, 0.3965, -3.3184], [-3.7491, -0.6955, -2.5774], [-4.4901, -0.3865, -0.5064], [-3.8721, 0.6505, 0.6856], [-2.1461, -1.2155, -1.0194], [-2.6231, -1.3985, 0.3656], [-1.7391, -0.1515, 0.3186], [-3.3431, 2.6155, -2.4044], [-2.2201, 2.6995, -1.0004], [-5.0891, 3.4665, -1.0194], [-4.0161, 4.3315, -0.6354], [-4.3611, 3.0695, 0.3416]],
  "mulliken_charge": [-0.20, 0.01, -0.50, -0.19, 1.24, -0.64, 0.75, -0.17, -0.19, 0.30, -0.85, -0.23, 0.34, -0.31, 0.86, 0.28, -1.74, -0.94, 0.39, 0.71, -1.69, -1.30, 1.13, 0.57, 0.20, 0.45, 0.71, 0.59, 0.23, -0.61, 0.29, 0.46, 0.28, 0.48, -0.49, -0.14, -0.83, 0.38, -0.62, -0.89, 0.04, -1.45, -2.35, -0.25, -1.48, 0.36, 0.81, -0.42, 0.73, 0.19, 0.78, 1.06, 0.91, 0.30, 0.75, 0.42, 0.16, 0.32, 0.51, 0.34, -1.06, -0.12, 0.49, -2.20, -1.50, -0.11, -2.12, 0.35, 0.33, 0.23, -0.14, 0.44, 0.41, 1.10, 0.82, 1.03, 0.27, 0.39, -0.23, 0.59, 0.51, 0.69],
  "lumo_ev": 0.6,
  "e_above_lowest_kj_mol": 1560.6,
  "homo_energy_ha": -0.2705,
  "mol_weight_g_mol": 501.50,
  "multiplicity": 1,
  "orbital_gap_ev": 7.950
}

---

Entry 8:
{
  "formula": "C5H10O2",
  "method": "ωB97M-V/def2-TZVPD",
  "elements": ["O", "C", "C", "C", "C", "C", "O", "H", "H", "H", "H", "H", "H", "H", "H", "H", "H"],
  "xyz": [[2.7062, -0.2827, -0.6561], [1.7110, -0.7969, 0.1641], [0.3942, -0.1690, -0.0116], [-0.7700, -1.0181, 0.1462], [-1.7955, -0.2035, 0.6049], [-0.5903, 1.6274, -0.5793], [0.4236, 1.1559, 0.2806], [2.6028, 0.6796, -0.5280], [2.0419, -0.7599, 1.2203], [1.6512, -1.8616, -0.0985], [-0.5368, 0.6524, -1.3478], [-0.5297, -1.6877, 0.9896], [-1.1153, -1.6565, -0.6537], [-1.8364, 0.0861, 1.6348], [-2.7763, -0.2431, 0.1769], [-1.4250, 2.1181, -0.0765], [-0.1557, 2.3595, -1.2661]],
  "mulliken_charge": [-0.50, -0.65, 0.41, -0.29, -1.08, -0.62, -0.39, 0.33, 0.25, 0.34, 0.30, 0.34, 0.29, 0.35, 0.33, 0.28, 0.31],
  "lumo_ev": [0.6, 0.5],
  "e_above_lowest_kj_mol": 686.9,
  "homo_energy_ha": [-0.2619, -0.2905],
  "mol_weight_g_mol": 102.13,
  "multiplicity": 1,
  "orbital_gap_ev": [7.686, 8.413]
}